# 1
Density functional theory data (ωB97M-V/def2-TZVPD) for a molecular structure, C50H65CsP2 in a non-equilibrium geometry.

Its energy above the lowest of the compared OMol25 structures with the same formula, charge and spin is 69.48 kJ/mol. The spin multiplicity is 1. As for the molar mass: 860.9 g mol⁻¹. Its gap between HOMO and LUMO is 5.1 eV.

Geometry (Å):
Cs: -1.099 -0.293 0.441
C: -4.369 4.733 -2.102
C: -3.600 3.941 -3.129
C: -3.488 4.513 -4.397
C: -2.822 3.886 -5.432
C: -2.242 2.644 -5.213
C: -2.329 2.074 -3.959
C: -3.001 2.697 -2.901
P: -2.954 1.671 -1.373
C: -3.054 2.810 0.078
C: -3.965 2.518 1.094
C: -3.978 3.236 2.281
C: -3.071 4.264 2.473
C: -2.160 4.564 1.471
C: -2.133 3.854 0.276
C: -1.143 4.262 -0.778
C: -4.521 0.780 -1.348
C: -5.706 1.503 -1.558
C: -6.953 0.940 -1.454
C: -7.019 -0.427 -1.112
C: -5.893 -1.170 -0.936
C: -4.564 -0.637 -1.095
C: -3.471 -1.494 -0.981
H: -5.349 4.998 -2.501
H: -3.853 5.668 -1.872
H: -4.521 4.203 -1.167
H: -3.950 5.478 -4.568
H: -2.762 4.358 -6.403
H: -1.724 2.128 -6.010
H: -1.867 1.108 -3.782
H: -4.679 1.719 0.936
H: -4.700 2.990 3.048
H: -3.072 4.833 3.394
H: -1.451 5.370 1.615
H: -0.284 4.760 -0.327
H: -1.592 4.952 -1.491
H: -0.792 3.413 -1.359
H: -5.636 2.556 -1.800
H: -7.847 1.522 -1.623
H: -7.986 -0.905 -1.000
H: -5.979 -2.224 -0.700
H: -2.498 -1.180 -1.332
H: -3.629 -2.563 -0.911
C: -1.034 -4.890 4.465
C: -1.400 -4.087 3.220
C: -2.257 -2.874 3.585
C: -0.185 -3.651 2.435
C: 0.901 -3.036 3.047
C: 2.013 -2.615 2.325
C: 3.268 -2.251 3.108
C: 3.003 -1.441 4.381
C: 4.009 -3.534 3.502
C: 2.004 -2.697 0.915
C: 0.943 -3.360 0.290
C: -0.118 -3.828 1.068
C: 0.848 -3.732 -1.181
C: 1.452 -5.117 -1.413
C: 1.416 -2.722 -2.153
C: 3.265 -2.248 0.216
C: 4.229 -3.240 0.055
C: 5.521 -2.954 -0.355
C: 5.885 -1.638 -0.579
C: 4.924 -0.645 -0.478
C: 3.596 -0.919 -0.142
P: 2.297 0.392 -0.323
C: 2.614 1.677 1.038
C: 1.239 2.291 1.359
C: 3.051 0.910 2.279
C: 3.628 2.789 0.786
C: 2.626 1.223 -2.002
C: 2.362 0.201 -3.112
C: 3.989 1.852 -2.327
C: 1.533 2.287 -2.137
H: -1.930 -5.302 4.927
H: -0.544 -4.263 5.211
H: -0.363 -5.714 4.225
H: -1.994 -4.729 2.560
H: -1.682 -2.168 4.188
H: -3.130 -3.175 4.163
H: -2.612 -2.356 2.692
H: 0.911 -2.935 4.123
H: 3.930 -1.672 2.463
H: 2.650 -2.080 5.189
H: 2.266 -0.652 4.237
H: 3.929 -0.980 4.723
H: 3.364 -4.162 4.117
H: 4.898 -3.290 4.085
H: 4.320 -4.113 2.638
H: -0.941 -4.328 0.568
H: -0.225 -3.801 -1.392
H: 2.529 -5.098 -1.245
H: 1.280 -5.439 -2.440
H: 1.017 -5.859 -0.743
H: 2.505 -2.697 -2.136
H: 1.055 -1.723 -1.920
H: 1.101 -2.963 -3.169
H: 3.955 -4.261 0.286
H: 6.242 -3.751 -0.463
H: 6.901 -1.384 -0.848
H: 5.215 0.373 -0.669
H: 0.571 1.517 1.746
H: 0.766 2.743 0.490
H: 1.328 3.061 2.127
H: 2.376 0.077 2.476
H: 3.026 1.573 3.147
H: 4.060 0.513 2.179
H: 3.372 3.421 -0.060
H: 4.632 2.394 0.634
H: 3.664 3.430 1.672
H: 3.014 -0.667 -3.036
H: 2.561 0.684 -4.071
H: 1.325 -0.132 -3.124
H: 4.715 1.089 -2.604
H: 4.414 2.461 -1.536
H: 3.861 2.496 -3.201
H: 0.548 1.857 -1.948
H: 1.527 2.672 -3.160
H: 1.673 3.134 -1.470

Forces on the atoms, in the same order (eV/Å):
Cs 0.45 -0.22 1.05
C -0.04 -0.01 0.08
C -0.03 0.05 0.03
C 0.00 0.00 -0.01
C 0.02 -0.05 0.02
C -0.02 0.03 -0.04
C 0.04 -0.04 0.01
C 0.02 -0.01 0.08
P -0.37 0.21 -0.33
C 0.08 -0.07 -0.06
C 0.02 -0.10 0.03
C -0.01 -0.02 0.02
C 0.00 0.03 0.02
C -0.06 -0.02 0.04
C 0.01 -0.02 0.01
C 0.04 -0.01 -0.02
C 0.08 0.09 -0.11
C -0.07 0.00 0.03
C 0.01 -0.03 0.01
C -0.08 0.01 0.00
C 0.02 -0.05 0.02
C 0.08 -0.04 0.01
C 0.04 0.03 0.06
H -0.02 0.02 0.00
H 0.01 0.02 0.01
H 0.01 0.04 -0.06
H -0.02 0.04 -0.01
H 0.01 0.02 -0.04
H 0.02 -0.01 -0.04
H -0.01 0.01 0.01
H -0.02 0.00 0.00
H -0.02 0.00 0.02
H 0.00 0.01 0.01
H 0.04 0.05 0.01
H 0.01 0.02 0.00
H -0.03 0.06 -0.06
H 0.02 -0.06 -0.02
H 0.00 0.00 -0.02
H -0.04 0.02 -0.01
H -0.02 0.00 0.00
H 0.00 -0.02 0.00
H -0.35 -0.21 -0.60
H -0.04 -0.03 -0.05
C 0.00 0.01 0.01
C -0.05 -0.07 -0.08
C 0.01 0.05 0.00
C 0.11 0.20 0.04
C 0.03 -0.09 -0.09
C -0.06 0.01 0.16
C 0.01 0.10 -0.01
C -0.10 -0.05 0.07
C -0.03 0.03 0.02
C 0.20 0.10 -0.01
C -0.15 -0.05 -0.06
C -0.15 0.15 -0.05
C -0.06 -0.04 0.00
C 0.03 -0.04 0.00
C 0.03 0.04 -0.09
C -0.05 0.01 -0.09
C 0.10 0.00 0.03
C 0.01 -0.01 0.01
C -0.01 -0.02 0.01
C -0.06 -0.07 -0.03
C -0.04 0.09 0.06
P 0.18 -0.06 -0.10
C -0.02 0.01 0.01
C 0.05 -0.09 -0.06
C -0.06 -0.02 -0.09
C 0.00 -0.01 0.04
C 0.06 0.00 0.00
C -0.04 -0.04 0.02
C 0.03 -0.03 0.05
C -0.01 0.05 0.02
H -0.05 -0.02 0.03
H 0.03 0.03 0.03
H 0.02 -0.04 -0.02
H 0.04 0.02 0.04
H 0.02 0.02 0.02
H -0.06 -0.02 0.02
H -0.03 0.00 -0.03
H 0.02 0.02 0.13
H -0.05 -0.04 0.04
H -0.03 -0.06 0.04
H 0.03 -0.08 0.09
H 0.05 0.03 0.02
H -0.03 -0.05 0.03
H 0.07 0.02 0.03
H 0.02 -0.05 -0.13
H -0.02 -0.04 -0.05
H 0.06 -0.04 0.00
H 0.01 -0.01 -0.01
H -0.01 -0.02 -0.04
H -0.02 -0.02 0.01
H -0.04 -0.02 -0.03
H -0.02 0.01 0.02
H -0.01 0.00 -0.03
H 0.02 -0.03 0.05
H 0.03 -0.04 -0.01
H 0.03 0.01 -0.01
H 0.02 0.14 -0.05
H 0.08 0.19 0.07
H -0.07 0.05 -0.08
H 0.06 0.02 0.04
H 0.01 0.08 -0.13
H 0.00 0.03 0.04
H 0.05 -0.01 0.00
H -0.07 0.05 -0.04
H 0.03 -0.03 -0.02
H 0.01 0.02 0.04
H 0.04 -0.05 0.01
H 0.00 0.03 -0.06
H 0.00 0.01 0.00
H 0.04 -0.03 0.01
H -0.02 -0.01 -0.01
H 0.01 0.01 -0.03
H -0.08 -0.01 0.02
H 0.01 0.02 -0.04
H 0.04 0.07 0.08

# 2
Density functional theory data (ωB97M-V/def2-TZVPD) for 7 unconnected molecules or ions with the total composition C34H65NO23S in a non-equilibrium geometry.

The spin multiplicity is 1. As for the molar mass: 887.9 g mol⁻¹. Its gap between HOMO and LUMO is 9.9 eV.

Geometry (Å):
C: 0.417 3.443 -6.042
C: -0.520 2.574 -5.252
N: -0.279 1.351 -5.179
C: -1.716 3.301 -4.652
C: -2.220 2.777 -3.314
O: -3.317 2.973 -3.026
O: -1.334 2.069 -2.559
C: -1.323 2.341 -1.164
O: -2.437 1.830 -0.496
S: 0.149 1.402 -0.521
C: -1.229 3.810 -0.786
C: -0.200 4.625 -1.563
C: 1.251 4.358 -1.179
O: 1.751 3.427 -2.182
C: 3.002 3.038 -1.982
C: 3.495 2.016 -2.959
O: 3.686 3.446 -1.114
H: -0.200 3.936 -6.800
H: 0.874 4.220 -5.434
H: 1.132 2.846 -6.589
H: -1.018 0.893 -4.638
H: -2.547 3.303 -5.351
H: -1.435 4.338 -4.479
H: -2.672 1.005 -0.944
H: -0.376 0.520 0.353
H: -2.207 4.257 -0.953
H: -1.064 3.895 0.280
H: -0.292 4.505 -2.637
H: -0.396 5.678 -1.366
H: 1.866 5.246 -1.201
H: 1.310 3.837 -0.229
H: 4.057 2.516 -3.745
H: 4.113 1.285 -2.457
H: 2.654 1.496 -3.410
C: 3.235 1.736 2.916
C: 3.845 0.374 2.674
O: 3.687 -0.477 3.820
C: 2.479 -1.023 3.962
O: 1.540 -0.880 3.218
O: 2.484 -1.750 5.081
C: 1.222 -2.340 5.405
H: 3.634 2.180 3.829
H: 3.441 2.404 2.079
H: 2.154 1.663 3.039
H: 4.917 0.469 2.513
H: 3.424 -0.102 1.788
H: 0.826 -2.909 4.567
H: 0.515 -1.568 5.709
H: 1.386 -3.016 6.240
C: 0.276 -7.341 3.975
C: -1.133 -7.246 4.523
O: -1.241 -7.895 5.800
C: -0.779 -7.200 6.840
O: -0.304 -6.093 6.802
O: -0.921 -7.951 7.935
C: -0.395 -7.360 9.125
H: 0.606 -8.380 3.952
H: 0.321 -6.932 2.966
H: 0.978 -6.791 4.601
H: -1.821 -7.766 3.860
H: -1.467 -6.210 4.593
H: -0.795 -6.359 9.276
H: 0.693 -7.330 9.079
H: -0.698 -7.992 9.955
C: -4.632 -1.320 -9.877
C: -5.161 0.052 -9.514
O: -5.587 0.105 -8.145
C: -4.611 0.235 -7.247
O: -3.433 0.329 -7.482
O: -5.166 0.238 -6.031
C: -4.222 0.297 -4.962
H: -5.366 -2.089 -9.632
H: -4.405 -1.373 -10.941
H: -3.724 -1.549 -9.319
H: -6.044 0.277 -10.111
H: -4.426 0.831 -9.713
H: -3.535 1.128 -5.093
H: -3.674 -0.644 -4.895
H: -4.780 0.446 -4.042
C: 9.422 6.561 -2.255
C: 8.572 7.772 -2.581
O: 7.325 7.392 -3.177
C: 6.393 6.955 -2.325
O: 6.506 6.876 -1.128
O: 5.315 6.615 -3.033
C: 4.252 6.054 -2.252
H: 9.549 5.936 -3.140
H: 10.404 6.869 -1.895
H: 8.951 5.947 -1.488
H: 9.079 8.392 -3.319
H: 8.399 8.389 -1.699
H: 3.990 6.706 -1.420
H: 4.527 5.069 -1.890
H: 3.388 5.959 -2.910
C: -2.698 3.227 4.596
C: -1.425 2.424 4.430
O: -0.309 3.082 5.047
C: -0.227 2.953 6.372
O: -0.980 2.329 7.075
O: 0.839 3.643 6.787
C: 1.015 3.653 8.205
H: -2.555 4.247 4.237
H: -3.515 2.767 4.039
H: -2.988 3.289 5.644
H: -1.175 2.340 3.372
H: -1.534 1.412 4.819
H: 1.016 2.642 8.608
H: 0.234 4.248 8.676
H: 1.979 4.114 8.403
C: -4.007 -8.528 -2.022
C: -3.065 -9.366 -1.183
O: -2.917 -8.825 0.137
C: -3.916 -9.089 0.981
O: -4.899 -9.740 0.740
O: -3.640 -8.491 2.145
C: -4.668 -8.625 3.130
H: -3.689 -7.485 -2.026
H: -4.034 -8.894 -3.048
H: -5.020 -8.557 -1.620
H: -2.069 -9.356 -1.624
H: -3.390 -10.405 -1.133
H: -4.941 -9.669 3.273
H: -5.541 -8.040 2.842
H: -4.270 -8.233 4.062

Forces on the atoms, in the same order (eV/Å):
C -0.80 0.11 -0.45
C 0.41 1.29 -0.27
N -0.37 -1.21 0.34
C 1.08 -0.70 0.26
C 3.00 -0.32 -2.21
O -4.35 0.74 1.84
O 0.47 0.53 0.21
C -0.05 -1.12 1.66
O -0.34 0.04 -0.56
S 0.95 -0.20 -0.34
C -0.22 0.40 -0.82
C 0.39 0.40 0.57
C -0.40 -0.78 -0.76
O -0.59 0.45 -0.03
C -0.29 -1.64 -1.57
C -0.82 -0.19 -0.43
O 1.24 0.87 2.42
H 0.09 0.27 -0.02
H 0.16 -0.01 0.08
H 0.34 -0.13 0.21
H 0.25 -0.25 -0.04
H -0.14 0.00 -0.04
H -0.09 0.18 -0.01
H -0.05 0.02 0.20
H -0.50 0.46 -0.25
H -0.21 -0.13 -0.14
H 0.18 -0.22 0.19
H -0.07 -0.09 -0.14
H -0.14 0.09 0.06
H 0.10 0.19 0.15
H 0.20 0.33 0.27
H 0.14 0.01 -0.04
H 0.27 0.09 0.15
H -0.06 0.00 -0.19
C -0.24 0.06 0.15
C 0.09 0.40 -0.35
O -0.05 -0.21 -0.02
C 0.06 0.12 0.08
O 0.06 -0.05 0.04
O 0.00 -0.01 -0.09
C -0.20 -0.17 0.17
H 0.11 0.01 -0.06
H 0.04 -0.04 -0.01
H 0.00 -0.02 -0.08
H 0.03 -0.16 0.21
H -0.13 -0.07 0.11
H -0.01 0.11 -0.06
H -0.03 0.00 -0.12
H 0.19 0.06 -0.01
C 0.20 -0.01 0.22
C 0.09 0.12 -0.50
O -0.15 0.06 0.12
C 0.09 -0.13 -0.08
O -0.06 -0.02 0.04
O -0.05 0.07 -0.05
C 0.05 0.02 0.26
H -0.09 -0.02 -0.11
H -0.05 -0.03 -0.01
H -0.06 0.08 -0.02
H -0.03 -0.14 0.17
H 0.08 0.00 0.19
H 0.07 0.03 -0.10
H -0.02 0.12 -0.04
H -0.06 -0.12 -0.14
C 0.10 -0.14 0.24
C 0.10 -0.11 -0.48
O -0.01 0.12 0.11
C -0.06 -0.08 -0.07
O -0.08 0.05 0.05
O 0.02 0.04 -0.04
C 0.05 -0.09 0.30
H -0.07 0.05 -0.10
H -0.03 0.03 0.00
H 0.04 0.09 -0.05
H -0.12 0.03 0.22
H 0.06 -0.03 0.17
H 0.04 -0.06 -0.12
H 0.10 0.07 -0.09
H -0.17 0.03 -0.13
C -0.16 -0.23 0.05
C 0.46 0.05 0.14
O -0.12 0.08 -0.01
C 0.03 -0.08 -0.05
O -0.02 0.06 -0.09
O -0.03 0.14 -0.02
C -0.05 0.01 -0.02
H 0.08 0.10 -0.04
H -0.01 0.03 -0.03
H 0.00 0.09 0.05
H -0.20 -0.03 -0.14
H -0.14 -0.11 0.03
H 0.12 -0.03 0.04
H 0.15 0.35 0.08
H 0.15 0.08 -0.18
C 0.01 0.16 0.23
C -0.41 -0.13 -0.27
O 0.14 -0.07 0.03
C -0.01 0.06 -0.06
O 0.08 0.03 -0.04
O -0.04 -0.07 -0.03
C 0.13 0.05 0.23
H 0.00 -0.05 -0.12
H 0.04 -0.01 -0.03
H 0.00 -0.10 -0.01
H 0.22 0.09 0.06
H 0.07 0.07 0.16
H -0.12 0.00 -0.03
H -0.06 -0.11 0.02
H 0.00 0.03 -0.19
C -0.19 0.15 0.17
C -0.05 -0.10 -0.49
O 0.05 -0.08 0.15
C 0.03 0.12 -0.10
O 0.08 0.02 0.05
O 0.00 -0.07 -0.01
C -0.11 0.03 0.26
H 0.10 -0.04 -0.08
H 0.04 -0.01 0.01
H 0.01 -0.10 -0.02
H 0.08 0.09 0.22
H -0.10 0.05 0.15
H -0.04 0.01 -0.11
H -0.04 -0.11 -0.05
H 0.14 0.04 -0.10

# 3
Density functional theory data (ωB97M-V/def2-TZVPD) for 2 unconnected molecules or ions with the total composition C8H12O2 in a non-equilibrium geometry.

Its energy above the lowest of the compared OMol25 structures with the same formula, charge and spin is 186.15 kJ/mol. The spin multiplicity is 1. As for the molar mass: 140.2 g mol⁻¹. Its gap between HOMO and LUMO is 9.0 eV.

Geometry (Å):
C: 2.611 2.587 1.198
O: 3.709 3.447 1.013
H: 4.161 3.064 0.174
H: 2.385 2.393 2.256
H: 1.629 2.916 0.693
H: 2.700 1.619 0.605
C: -3.453 -1.288 -0.394
C: 0.639 -0.763 -0.391
C: -0.057 -0.519 -1.528
C: 0.062 -1.245 0.797
C: -1.417 -0.656 -1.468
C: -1.316 -1.429 0.890
C: -1.962 -1.198 -0.285
O: 1.963 -0.526 -0.053
H: 2.465 -0.527 -0.856
H: 0.415 -0.235 -2.511
H: 0.781 -1.392 1.682
H: -2.096 -0.387 -2.248
H: -1.942 -1.819 1.729
H: -3.817 -0.331 -0.038
H: -3.811 -2.103 0.251
H: -3.649 -1.607 -1.518

Forces on the atoms, in the same order (eV/Å):
C -2.25 -1.47 -1.74
O 1.16 -1.19 -2.39
H -0.95 1.41 2.32
H 0.37 0.08 -0.35
H 1.24 0.46 0.91
H 0.45 0.80 1.32
C 0.06 -1.76 -1.33
C 0.94 -0.88 3.88
C 0.90 0.97 -2.64
C 0.10 -0.03 1.70
C 0.28 -1.21 1.95
C 0.81 -0.74 0.05
C -2.13 1.34 -2.20
O 0.11 0.14 -1.37
H 0.79 0.13 -0.69
H -0.26 -0.03 1.32
H -1.31 0.20 -1.52
H 0.02 -0.05 -0.56
H 1.15 0.41 -0.49
H -0.83 0.03 -0.47
H -0.26 0.31 -0.17
H -0.38 1.08 2.47

# 4
Density functional theory data (ωB97M-V/def2-TZVPD) for a molecular structure, C14H15CoN2O3.

Its energy above the lowest of the compared OMol25 structures with the same formula, charge and spin is 0.00 kJ/mol. The spin multiplicity is 2. As for the molar mass: 318.2 g mol⁻¹. Its gap between HOMO and LUMO (spin up / spin down) is 6.9 / 7.0 eV. As for the net charge: -1. The expectation value of S² is 0.77.

Geometry (Å):
Co: 0.508 1.450 0.586
C: -0.346 5.032 -1.421
C: -0.361 3.547 -1.108
O: -0.029 3.242 0.084
C: -0.782 2.679 -2.107
C: -0.895 1.262 -1.971
C: -1.482 0.469 -3.107
N: -0.492 0.668 -0.891
N: -0.652 -0.724 -0.813
C: -0.070 -1.138 0.273
O: 0.552 -0.403 1.133
C: -0.136 -2.611 0.562
C: -0.648 -3.510 -0.370
C: -0.691 -4.866 -0.086
C: -0.224 -5.340 1.135
C: 0.284 -4.448 2.067
C: 0.330 -3.089 1.780
H: 0.202 5.553 -0.638
H: -1.362 5.430 -1.468
H: 0.130 5.219 -2.385
H: -1.059 3.108 -3.061
H: -1.732 1.125 -3.940
H: -2.377 -0.061 -2.780
H: -0.775 -0.293 -3.435
H: -1.011 -3.121 -1.312
H: -1.090 -5.557 -0.820
H: -0.253 -6.401 1.354
H: 0.648 -4.809 3.022
H: 0.730 -2.377 2.490
C: 2.085 1.523 3.291
C: 1.830 1.897 1.844
O: 2.782 2.314 1.178
H: 3.098 1.797 3.596
H: 1.943 0.442 3.374
H: 1.346 1.993 3.945

Forces on the atoms, in the same order (eV/Å):
Co -0.75 -0.49 0.33
C -0.01 0.01 0.02
C -0.32 -0.04 -0.03
O 0.50 0.02 -0.08
C 0.14 -0.15 0.07
C -0.13 0.26 -0.14
C 0.00 -0.04 0.04
N 0.14 -0.17 -0.01
N 0.08 0.38 -0.03
C -0.03 -0.46 0.09
O 0.03 0.12 -0.09
C 0.02 0.28 -0.09
C -0.04 -0.08 -0.01
C 0.00 0.07 0.00
C 0.01 -0.04 0.00
C 0.00 0.08 -0.01
C 0.03 -0.08 0.06
H 0.01 0.01 -0.01
H 0.00 -0.01 0.02
H -0.01 0.01 0.00
H 0.01 0.01 0.00
H 0.00 0.00 -0.01
H 0.00 0.01 0.01
H 0.00 0.00 -0.01
H 0.01 0.00 0.00
H 0.00 -0.01 0.00
H -0.01 0.00 0.00
H 0.01 -0.01 0.00
H 0.00 -0.01 0.00
C -0.19 0.02 0.07
C 0.42 0.21 -0.48
O 0.08 0.07 0.29
H 0.00 0.01 0.00
H 0.00 0.01 0.01
H 0.01 0.01 -0.01